The following is a DFT calculation (ωB97M-V with the def2-TZVPD basis set) of an isolated ion of composition C7H11N2O5 and charge +1 at a distorted geometry.

```
! RIJCOSX wB97M-V def2-TZVPD def2/J DEFGRID3
* xyz 1 1
C -0.9675 1.7056 0.2110
C 0.4330 1.1511 2.2497
C 1.0556 0.2855 -0.2496
C -0.8509 1.2919 1.7851
C 1.7551 -1.6121 1.0977
C -0.6098 1.2990 -2.8961
C -0.8655 -2.2632 -0.1756
N -0.0428 1.1416 -0.5979
N 0.7163 -0.6965 0.6618
O -1.8368 2.4453 -0.0878
O 1.4748 1.2003 2.6868
O 2.1557 0.4640 -0.6638
O 0.1390 1.8169 -1.8074
O -0.6021 -1.1595 0.6938
H -1.3837 2.0864 2.3256
H -1.4201 0.3515 1.8531
H 2.6395 -1.0272 1.3439
H 1.4021 -2.1430 1.9790
H 2.0225 -2.3250 0.3156
H -0.2618 1.8928 -3.7383
H -1.6812 1.4544 -2.7559
H -0.3903 0.2445 -3.0788
H -0.3844 -3.1746 0.1830
H -0.5511 -2.0451 -1.1979
H -1.9455 -2.3847 -0.1370
*
```

The frontier orbital gap is 9.4786 eV. As for the total energy: -20643.19528 eV. As for the HOMO energy: -14.46 eV.